[1]
Entry from OMol25: the molecule C2H5N3O at a distorted geometry (the ωB97M-V functional and the def2-TZVPD basis).

Properties
HOMO level = -8.9 eV
spin multiplicity = 1
E = -318.6528 a.u.
gap between HOMO and LUMO = 9.573 eV
lowest unoccupied orbital energy = 0.02608 hartree

Atoms and positions in Å:
C (-0.9186, 0.5460, -0.1744)
N (-0.2998, -0.9331, 0.1240)
N (-0.4463, 0.8920, -1.4523)
N (0.6910, -0.9811, 1.0746)
C (1.7831, -0.5763, 1.3252)
O (2.7754, -0.2128, 1.8264)
H (-0.9901, -1.6245, 0.4043)
H (0.5257, 1.1803, -1.4472)
H (-0.5289, 0.0699, -2.0579)
H (-1.9948, 0.3718, -0.2027)
H (-0.5965, 1.2679, 0.5800)

Atom charges from the Löwdin analysis, given in e for atoms 1 to 8: -0.23, -0.05, -0.02, 0.04, -0.34, 0.12, 0.10, 0.07

[2]
Entry from OMol25: the molecule C2H5N3O2 at a distorted geometry (the ωB97M-V functional and the def2-TZVPD basis).

Properties
HOMO level = -9.5 eV
spin multiplicity = 1
E = -393.8039 a.u.
gap between HOMO and LUMO = 10.084 eV
lowest unoccupied orbital energy = 0.02124 hartree

Atoms and positions in Å:
C (-0.6074, 0.4047, -1.1738)
C (1.7824, -0.3940, 1.4466)
H (-1.5833, -0.4936, 0.8865)
H (-2.4745, 0.4857, -1.3862)
H (1.3575, 0.3962, -1.0413)
H (1.8393, -0.9154, 2.4285)
H (2.7806, -0.3684, 0.8392)
N (-1.8422, 0.4442, -0.4798)
N (0.6530, 0.4383, -0.2935)
N (0.6882, -0.2901, 0.8837)
O (-2.0914, -0.6386, 0.1687)
O (-0.5024, 0.9309, -2.2788)

Atom charges from the Löwdin analysis, given in e for atoms 1 to 8: -0.41, -0.08, 0.02, 0.19, 0.13, 0.08, 0.11, -0.06

[3]
Entry from OMol25: the molecule C2H5N3O2 at a distorted geometry (the ωB97M-V functional and the def2-TZVPD basis).

Properties
HOMO level = -9.2 eV
spin multiplicity = 1
E = -393.8414 a.u.
gap between HOMO and LUMO = 9.872 eV
lowest unoccupied orbital energy = 0.02407 hartree

Atoms and positions in Å:
C (0.8390, -0.4983, -0.0930)
C (-0.7228, -0.1264, -0.2028)
N (0.4926, 1.0601, 1.2376)
N (-1.5895, -0.9381, -0.8508)
O (1.5236, 0.2103, -1.0550)
N (-0.9592, 0.8064, 0.6433)
O (1.1775, -1.6156, 0.2665)
H (1.0278, 1.0151, -1.2912)
H (1.3539, 0.7279, 1.6640)
H (0.6932, 2.0632, 1.2595)
H (-1.2720, -1.8944, -0.9685)
H (-2.5641, -0.8102, -0.6096)

Atom charges from the Löwdin analysis, given in e for atoms 1 to 8: -0.53, -0.37, -0.03, 0.15, 0.06, 0.12, 0.09, 0.12

[4]
Entry from OMol25: the molecule C2H5N3O2 at a distorted geometry (the ωB97M-V functional and the def2-TZVPD basis).

Properties
HOMO level = -8.3 eV
spin multiplicity = 1
E = -393.7258 a.u.
gap between HOMO and LUMO = 9.235 eV
lowest unoccupied orbital energy = 0.03582 hartree

Atoms and positions in Å:
C (-0.5098, 0.6758, -0.8012)
C (-0.4848, 0.3447, 0.4798)
N (0.3850, 0.1025, -1.7051)
N (1.5175, -0.9005, 0.0857)
N (-1.1950, 0.8354, 1.5054)
O (0.4208, -0.8981, 0.9686)
O (0.9737, -1.1865, -1.2443)
H (-1.3342, 1.3575, -1.1656)
H (0.0493, -0.2146, -2.6182)
H (1.9543, -1.6811, 0.3798)
H (-0.5855, 1.4754, 1.9265)
H (-1.1914, 0.0893, 2.1886)

Atom charges from the Löwdin analysis, given in e for atoms 1 to 8: -0.09, -0.30, -0.01, -0.02, 0.10, -0.10, -0.12, 0.15

[5]
Entry from OMol25: the molecule C2H5N3O2 at a distorted geometry (the ωB97M-V functional and the def2-TZVPD basis).

Properties
HOMO level = -9.1 eV
spin multiplicity = 1
E = -393.8580 a.u.
gap between HOMO and LUMO = 9.423 eV
lowest unoccupied orbital energy = 0.01267 hartree

Atoms and positions in Å:
C (-0.6714, 1.1418, 0.0989)
C (0.7298, 0.7092, -0.0264)
H (-2.6343, -1.3015, -0.1832)
H (-0.9594, -1.0696, -0.8225)
H (-0.8106, 2.1703, 0.3807)
H (0.3879, -1.0904, 0.8438)
H (2.7349, -0.0910, -0.0611)
N (-1.7987, -0.7665, -0.2876)
N (-1.7700, 0.4545, 0.2148)
N (0.9046, -0.6566, 0.0330)
O (1.6086, 1.4976, -0.2678)
O (2.2784, -0.9976, 0.0774)

Atom charges from the Löwdin analysis, given in e for atoms 1 to 8: -0.10, -0.50, 0.10, 0.11, 0.10, 0.17, 0.12, 0.01

[6]
Entry from OMol25: the molecule C2H5N3O2S at a distorted geometry (the ωB97M-V functional and the def2-TZVPD basis).

Properties
HOMO level = -9.1 eV
spin multiplicity = 1
E = -792.0187 a.u.
gap between HOMO and LUMO = 9.886 eV
lowest unoccupied orbital energy = 0.02733 hartree

Atoms and positions in Å:
C (0.8835, 0.2729, 0.3826)
C (-2.0179, 0.1856, -0.2720)
H (3.1181, 0.1338, -0.2856)
H (1.3942, -1.7297, 0.5292)
H (-1.0788, 1.6206, 0.7686)
H (-2.8942, 0.7909, -0.5230)
H (-2.2166, -1.1833, -1.6412)
N (1.7448, -0.7835, 0.4390)
N (-1.3924, 0.6659, 0.9036)
N (-1.6105, -0.8425, -0.8867)
O (2.9603, -0.8345, -0.2449)
O (-0.1887, -0.0569, 1.1552)
S (1.2982, 1.7605, -0.3246)

Atom charges from the Löwdin analysis, given in e for atoms 1 to 8: -0.81, -0.28, 0.04, 0.16, 0.07, 0.13, 0.06, -0.04

> Look up the HOMO level of the sixth one.

-9.1 eV

> What is the formula in the third record?

C2H5N3O2

What did the fourth record say?
Entry from OMol25: the molecule C2H5N3O2 at a distorted geometry (the ωB97M-V functional and the def2-TZVPD basis).

Properties
HOMO level = -8.3 eV
spin multiplicity = 1
E = -393.7258 a.u.
gap between HOMO and LUMO = 9.235 eV
lowest unoccupied orbital energy = 0.03582 hartree

Atoms and positions in Å:
C (-0.5098, 0.6758, -0.8012)
C (-0.4848, 0.3447, 0.4798)
N (0.3850, 0.1025, -1.7051)
N (1.5175, -0.9005, 0.0857)
N (-1.1950, 0.8354, 1.5054)
O (0.4208, -0.8981, 0.9686)
O (0.9737, -1.1865, -1.2443)
H (-1.3342, 1.3575, -1.1656)
H (0.0493, -0.2146, -2.6182)
H (1.9543, -1.6811, 0.3798)
H (-0.5855, 1.4754, 1.9265)
H (-1.1914, 0.0893, 2.1886)

Atom charges from the Löwdin analysis, given in e for atoms 1 to 8: -0.09, -0.30, -0.01, -0.02, 0.10, -0.10, -0.12, 0.15